(1)
Computed, not measured: a cluster of 16 separate species, C80H80N16 in total, with ωB97M-V/def2-TZVPD.

As for the relative energy (zero: lowest compared OMol25 entry of this formula, charge and spin): 56.7 kcal/mol.

The geometry in XYZ format:
```
176
C80H80N16 | OMol25 | ωB97M-V/def2-TZVPD
N -17.281 -8.524 21.114
C -16.457 -9.056 20.219
C -15.694 -8.357 19.320
C -15.993 -7.004 19.160
C -16.932 -6.376 19.956
C -17.534 -7.244 20.922
H -16.244 -10.096 20.154
H -14.993 -8.859 18.676
H -15.637 -6.502 18.299
H -17.324 -5.369 19.763
H -18.285 -6.792 21.560
N -12.796 -11.425 19.335
C -13.307 -11.056 20.544
C -14.220 -11.767 21.270
C -14.642 -12.988 20.711
C -14.160 -13.376 19.413
C -13.180 -12.592 18.842
H -13.155 -10.019 20.867
H -14.503 -11.504 22.283
H -15.319 -13.641 21.330
H -14.348 -14.341 18.947
H -12.703 -12.909 17.878
N -11.933 -6.238 29.032
C -12.149 -7.517 29.322
C -11.193 -8.333 29.932
C -10.015 -7.816 30.284
C -9.765 -6.536 29.881
C -10.735 -5.712 29.319
H -13.109 -7.932 28.911
H -11.521 -9.375 30.098
H -9.275 -8.472 30.776
H -8.798 -6.056 30.078
H -10.588 -4.754 28.843
N -6.337 -8.302 29.484
C -6.108 -7.562 30.566
C -5.032 -6.673 30.706
C -4.162 -6.522 29.668
C -4.366 -7.299 28.506
C -5.443 -8.144 28.502
H -6.872 -7.748 31.312
H -4.826 -6.103 31.640
H -3.276 -5.831 29.625
H -3.711 -7.305 27.690
H -5.720 -8.720 27.710
N -17.862 -16.673 25.189
C -18.141 -16.660 23.921
C -19.330 -17.224 23.384
C -20.167 -17.810 24.269
C -19.842 -17.893 25.600
C -18.686 -17.287 26.001
H -17.368 -16.245 23.241
H -19.646 -17.021 22.393
H -21.109 -18.169 23.913
H -20.525 -18.345 26.296
H -18.427 -17.359 27.081
N -9.762 -9.804 20.938
C -10.327 -10.126 22.075
C -10.514 -11.434 22.531
C -10.104 -12.448 21.669
C -9.462 -12.109 20.484
C -9.441 -10.797 20.121
H -10.627 -9.314 22.816
H -11.052 -11.706 23.437
H -10.249 -13.484 21.998
H -9.119 -12.863 19.768
H -9.137 -10.592 19.119
N -15.171 -6.715 27.989
C -14.913 -6.213 29.196
C -15.526 -6.704 30.307
C -16.442 -7.746 30.210
C -16.673 -8.321 28.983
C -16.055 -7.701 27.879
H -14.123 -5.480 29.333
H -15.192 -6.383 31.262
H -16.945 -8.072 31.113
H -17.349 -9.112 28.961
H -16.131 -8.181 26.896
N -13.606 -5.194 20.369
C -13.775 -4.142 21.204
C -12.729 -3.550 21.922
C -11.412 -4.136 21.818
C -11.298 -5.231 21.022
C -12.396 -5.682 20.330
H -14.866 -3.734 21.268
H -12.946 -2.760 22.665
H -10.628 -3.746 22.382
H -10.339 -5.717 20.827
H -12.214 -6.488 19.593
N -8.810 -5.508 24.164
C -8.639 -6.721 23.651
C -8.696 -7.893 24.438
C -8.850 -7.816 25.841
C -9.034 -6.502 26.339
C -8.981 -5.424 25.505
H -8.442 -6.846 22.607
H -8.499 -8.821 23.949
H -8.707 -8.664 26.484
H -9.103 -6.355 27.427
H -9.080 -4.416 25.916
N -9.933 -11.169 25.833
C -10.414 -10.700 26.989
C -9.773 -10.927 28.185
C -8.479 -11.379 28.207
C -7.872 -11.737 27.025
C -8.677 -11.612 25.875
H -11.346 -10.192 27.051
H -10.195 -10.598 29.137
H -7.936 -11.543 29.123
H -6.831 -11.915 26.862
H -8.193 -11.867 24.906
N -11.925 -2.993 27.273
C -12.096 -1.895 27.998
C -13.341 -1.329 28.266
C -14.495 -2.081 27.917
C -14.329 -3.308 27.154
C -13.004 -3.661 26.830
H -11.147 -1.432 28.336
H -13.497 -0.420 28.816
H -15.458 -1.750 28.160
H -15.182 -3.894 26.826
H -12.814 -4.621 26.366
N -17.575 -13.200 24.490
C -17.408 -12.262 23.623
C -17.806 -10.934 23.842
C -18.538 -10.763 24.986
C -18.719 -11.727 25.933
C -18.167 -12.923 25.648
H -16.886 -12.491 22.706
H -17.716 -10.145 23.048
H -18.991 -9.778 25.213
H -19.331 -11.646 26.844
H -18.358 -13.728 26.315
N -12.507 -8.897 24.795
C -13.713 -9.406 24.285
C -14.477 -8.819 23.330
C -13.999 -7.616 22.767
C -12.876 -7.041 23.255
C -12.159 -7.749 24.297
H -13.959 -10.316 24.811
H -15.368 -9.300 23.051
H -14.514 -7.176 21.930
H -12.571 -6.081 22.909
H -11.311 -7.246 24.746
N -14.292 -14.071 23.784
C -14.683 -14.678 24.925
C -13.933 -14.940 26.033
C -12.621 -14.564 25.957
C -12.178 -13.853 24.864
C -13.041 -13.619 23.832
H -15.695 -15.012 24.911
H -14.275 -15.645 26.728
H -12.017 -14.863 26.809
H -11.157 -13.526 24.771
H -12.719 -13.255 22.831
N -13.364 -10.907 28.764
C -13.946 -10.515 27.629
C -14.965 -11.291 27.031
C -15.481 -12.358 27.741
C -14.889 -12.649 29.008
C -13.859 -11.895 29.505
H -13.598 -9.578 27.136
H -15.391 -10.953 26.125
H -16.217 -13.008 27.340
H -15.292 -13.473 29.582
H -13.409 -12.019 30.447
N -17.615 -3.340 25.687
C -18.423 -4.346 26.090
C -18.521 -5.574 25.406
C -17.940 -5.715 24.146
C -17.183 -4.664 23.713
C -17.019 -3.521 24.541
H -19.090 -4.143 26.975
H -19.093 -6.393 25.759
H -17.995 -6.639 23.556
H -16.608 -4.710 22.740
H -16.368 -2.668 24.247
```

***

(2)
Computed, not measured: a cluster of 19 separate species, C80H90Cl10N14 in total, with ωB97M-V/def2-TZVPD.

The geometry in XYZ format:
```
194
C80H90Cl10N14 | OMol25 | ωB97M-V/def2-TZVPD
Cl -5.365 2.560 -0.720
C -6.892 2.047 -0.036
C -8.199 2.369 -0.873
Cl -8.197 4.038 -1.615
H -6.996 2.590 0.903
H -6.857 0.959 0.019
H -9.099 2.239 -0.272
H -8.249 1.678 -1.714
Cl -8.328 1.239 -5.634
C -9.734 1.908 -4.717
C -10.507 0.747 -4.157
Cl -12.223 1.371 -4.005
H -10.325 2.579 -5.340
H -9.208 2.431 -3.918
H -10.200 0.138 -3.307
H -10.782 0.080 -4.975
Cl -4.312 7.008 -6.969
C -2.892 6.606 -7.884
C -2.374 7.885 -8.651
Cl -3.445 8.534 -9.939
H -3.151 5.812 -8.585
H -2.100 6.336 -7.185
H -1.420 7.578 -9.079
H -2.127 8.701 -7.972
Cl -0.739 -0.844 -11.979
C -2.278 -1.483 -12.292
C -2.323 -2.356 -13.660
Cl -1.288 -3.773 -13.385
H -2.961 -0.635 -12.257
H -2.541 -2.161 -11.480
H -1.894 -1.965 -14.582
H -3.342 -2.711 -13.817
Cl -4.550 5.094 1.818
C -3.631 6.294 0.932
C -3.168 5.797 -0.416
Cl -1.985 6.731 -1.319
H -2.754 6.664 1.462
H -4.329 7.090 0.672
H -4.071 5.723 -1.022
H -2.797 4.772 -0.417
N -0.477 4.324 -7.488
C 0.554 5.321 -7.491
C 1.940 4.935 -7.492
C 2.254 3.643 -7.642
C 1.219 2.677 -7.594
C -0.110 2.985 -7.581
H 0.124 6.259 -7.172
H 2.687 5.715 -7.486
H 3.277 3.314 -7.753
H 1.477 1.631 -7.677
H -0.913 2.273 -7.701
N -6.149 -1.061 -10.633
C -6.310 -0.060 -11.592
C -6.396 -0.337 -12.974
C -6.000 -1.613 -13.436
C -5.642 -2.553 -12.489
C -5.741 -2.256 -11.155
H -6.679 0.899 -11.262
H -6.635 0.477 -13.642
H -5.942 -1.716 -14.510
H -5.338 -3.557 -12.743
H -5.479 -3.015 -10.434
N -10.897 1.401 -10.638
C -10.743 0.295 -9.830
C -9.602 0.009 -9.042
C -8.599 1.032 -8.967
C -8.702 2.093 -9.920
C -9.889 2.283 -10.649
H -11.464 -0.492 -9.998
H -9.583 -0.955 -8.555
H -7.796 0.912 -8.254
H -7.957 2.875 -9.898
H -9.954 3.160 -11.277
N -4.582 4.279 -11.122
C -4.819 3.366 -12.121
C -5.577 3.619 -13.239
C -6.203 4.806 -13.280
C -5.988 5.804 -12.303
C -5.122 5.518 -11.264
H -4.296 2.421 -12.122
H -5.643 2.879 -14.024
H -6.822 4.983 -14.146
H -6.289 6.841 -12.302
H -4.808 6.274 -10.559
N -2.584 -3.923 -1.949
C -1.768 -3.766 -2.990
C -0.382 -4.025 -2.903
C 0.199 -4.411 -1.711
C -0.604 -4.569 -0.606
C -1.967 -4.266 -0.741
H -2.236 -3.681 -3.959
H 0.200 -3.878 -3.801
H 1.260 -4.588 -1.609
H -0.216 -4.762 0.383
H -2.562 -4.202 0.157
N 2.149 -0.351 -5.906
C 1.876 -1.449 -6.592
C 0.761 -2.235 -6.407
C -0.141 -1.757 -5.468
C 0.085 -0.647 -4.709
C 1.240 0.067 -4.923
H 2.510 -1.592 -7.454
H 0.514 -3.093 -7.015
H -0.995 -2.348 -5.169
H -0.555 -0.353 -3.891
H 1.603 0.918 -4.367
N -0.593 2.439 -2.035
C -0.907 3.339 -2.998
C 0.054 4.253 -3.484
C 1.312 4.377 -2.940
C 1.593 3.406 -1.912
C 0.683 2.427 -1.584
H -1.901 3.429 -3.412
H -0.068 4.799 -4.407
H 2.011 5.199 -2.981
H 2.587 3.458 -1.492
H 0.921 1.746 -0.780
N -3.154 -0.232 -6.500
C -3.832 0.040 -7.626
C -4.598 1.242 -7.847
C -4.654 2.171 -6.803
C -3.980 1.799 -5.621
C -3.293 0.653 -5.495
H -3.705 -0.782 -8.316
H -4.981 1.587 -8.796
H -5.251 3.055 -6.967
H -3.926 2.437 -4.751
H -2.907 0.481 -4.502
N -2.896 -5.287 -8.705
C -2.557 -4.004 -8.258
C -1.552 -3.234 -8.710
C -0.805 -3.790 -9.726
C -1.068 -5.075 -10.242
C -2.119 -5.825 -9.692
H -3.163 -3.607 -7.458
H -1.353 -2.277 -8.251
H 0.040 -3.304 -10.191
H -0.526 -5.501 -11.074
H -2.280 -6.874 -9.892
N -6.616 -3.350 -7.910
C -5.933 -4.404 -7.393
C -5.276 -4.202 -6.181
C -5.420 -2.933 -5.504
C -6.214 -1.928 -5.979
C -6.721 -2.183 -7.214
H -5.921 -5.285 -8.018
H -4.626 -4.956 -5.763
H -5.107 -2.771 -4.484
H -6.354 -1.036 -5.386
H -7.290 -1.463 -7.785
N -9.352 5.714 -8.929
C -8.062 5.744 -8.491
C -7.727 5.733 -7.120
C -8.721 5.564 -6.209
C -10.015 5.488 -6.646
C -10.332 5.598 -7.959
H -7.402 5.864 -9.337
H -6.707 5.941 -6.835
H -8.496 5.490 -5.155
H -10.821 5.475 -5.928
H -11.358 5.584 -8.296
N -8.200 -0.788 -2.152
C -8.283 -1.853 -1.323
C -7.194 -2.625 -0.982
C -5.954 -2.505 -1.564
C -5.803 -1.389 -2.393
C -6.956 -0.620 -2.669
H -9.258 -2.112 -0.938
H -7.246 -3.486 -0.332
H -5.153 -3.195 -1.345
H -4.846 -1.201 -2.855
H -6.929 0.240 -3.322
N 2.220 -1.116 -0.255
C 2.006 -0.855 1.022
C 0.757 -0.580 1.554
C -0.282 -0.662 0.710
C -0.135 -1.012 -0.614
C 1.171 -1.313 -1.068
H 2.860 -0.894 1.682
H 0.558 -0.225 2.554
H -1.264 -0.376 1.059
H -0.954 -0.886 -1.306
H 1.407 -1.373 -2.120
N -3.991 -2.768 1.184
C -4.238 -2.744 2.485
C -4.387 -1.531 3.210
C -4.198 -0.348 2.526
C -4.071 -0.337 1.107
C -3.841 -1.578 0.509
H -4.354 -3.712 2.949
H -4.604 -1.570 4.267
H -4.278 0.643 2.947
H -3.958 0.653 0.690
H -3.572 -1.621 -0.536
```

***

HOMO for the records above, in order: -8.94, -9.12 eV
Kohn-Sham gap for the records above, in order: 9.55, 9.49 eV
E_tot for the records above, in order: -3972.3545, -8470.6933 Ha